No. 1
The following is a quantum chemistry calculation of C9H16INOSr as an isolated structure, from OMol25.

Last column: natural (NBO) charge in e.
Atoms and positions in Å:
1 C 0.63 -2.89 -2.80  -0.60
2 C 1.07 2.09 -3.12  -1.30
3 H 1.49 -3.12 -2.08  0.18
4 H 0.80 -2.07 -3.58  0.13
5 H -0.39 -3.28 -2.53  0.26
6 H 1.95 2.25 -2.45  0.20
7 H 1.23 1.13 -3.84  0.09
8 H 0.09 2.61 -3.08  0.21
9 Sr 0.35 -0.35 -2.10  1.74
10 C -2.05 1.98 -1.57  -0.58
11 H -1.55 2.96 -1.64  0.17
12 H -2.47 1.69 -0.59  0.18
13 H -2.63 1.64 -2.46  0.18
14 I -2.40 -1.88 -0.75  -0.87
15 O 1.55 -1.47 0.05  -0.77
16 C 0.90 -1.85 1.31  -0.11
17 C 0.35 -0.60 1.95  0.19
18 C 0.27 -0.50 3.36  -0.25
19 C -0.28 0.68 3.90  -0.16
20 C -0.68 1.69 3.02  -0.26
21 C -0.49 1.51 1.63  0.05
22 N 0.02 0.39 1.11  -0.46
23 H 2.22 -2.15 -0.11  0.48
24 H 1.64 -2.28 2.01  0.19
25 H 0.05 -2.53 1.11  0.23
26 H 0.62 -1.35 3.96  0.22
27 H -0.39 0.78 4.98  0.23
28 H -1.13 2.62 3.38  0.23
29 H -0.78 2.28 0.92  0.21

The calculation puts the HOMO energy (alpha / beta) at -6.3 / -6.3 eV. The orbital gap (alpha / beta) is 0.209 / 0.170 Eh. The energy comes out at -22061.1792 eV. The LUMO energy (alpha / beta) is -0.57 / -1.64 eV.


No. 2
The following is a quantum chemistry calculation of C5H11NO2 in the gas phase, from OMol25.

Last column: natural (NBO) charge in e.
Atoms and positions in Å:
1 C 0.85 -2.59 -1.09  -0.60
2 C 1.02 -1.15 -0.54  -0.51
3 C 0.00 -0.98 0.55  0.68
4 O -0.13 -1.79 1.45  -0.63
5 N -1.03 -0.07 0.43  -0.62
6 C -1.06 1.11 -0.41  -0.25
7 C -0.53 2.36 0.37  -0.08
8 O 0.75 2.75 -0.16  -0.71
9 H 0.88 -2.56 -2.18  0.20
10 H 1.75 -3.13 -0.83  0.22
11 H -0.05 -3.08 -0.76  0.23
12 H 2.03 -0.99 -0.17  0.24
13 H 1.00 -0.35 -1.29  0.21
14 H -1.77 -0.17 1.11  0.40
15 H -2.00 1.28 -0.92  0.20
16 H -0.36 0.99 -1.23  0.20
17 H -0.41 2.11 1.42  0.19
18 H -1.19 3.23 0.34  0.17
19 H 0.64 2.82 -1.10  0.46

The calculation puts the HOMO energy at -9.4 eV. The orbital gap is 0.375 Eh. The energy comes out at -10948.0144 eV. As for the SMILES: CCC(=O)NCCO. The LUMO energy is 0.75 eV.


No. 3
The following is a quantum chemistry calculation of a 2-piece molecular cluster, C3H10N2O2 overall, from OMol25.

Last column: natural (NBO) charge in e.
Atoms and positions in Å:
1 C -2.43 -0.08 0.50  -0.43
2 N -1.00 -0.23 0.27  -0.64
3 C -0.30 0.94 0.13  0.65
4 O -0.75 2.03 0.41  -0.61
5 C 1.13 0.82 -0.33  -0.32
6 N 1.24 -0.23 -1.37  -0.84
7 H -2.83 0.89 0.24  0.23
8 H -2.82 -1.01 0.09  0.20
9 H -2.54 -0.18 1.57  0.20
10 H -0.74 -0.84 -0.50  0.41
11 H 1.81 0.60 0.50  0.21
12 H 1.45 1.78 -0.73  0.21
13 H 2.20 -0.54 -1.50  0.38
14 H 0.95 0.21 -2.22  0.35
15 O 1.57 -2.35 0.50  -0.93
16 H 1.31 -2.93 1.23  0.46
17 H 1.25 -1.53 0.91  0.46

The calculation puts the HOMO energy at -9.7 eV. The orbital gap is 0.382 Eh. The energy comes out at -10348.2917 eV. As for the SMILES: CNC(=O)CN.O. The LUMO energy is 0.72 eV.


No. 4
The following is a quantum chemistry calculation of C4H6N2S2 in the gas phase, from OMol25.

Last column: natural (NBO) charge in e.
Atoms and positions in Å:
1 H -1.64 -0.95 1.51  0.33
2 N -1.62 -1.90 0.98  -0.65
3 C -1.75 -1.57 -0.28  0.26
4 N -1.74 -0.32 -0.82  -0.66
5 C -1.29 0.83 -0.11  0.00
6 C -1.96 1.99 -0.17  -0.43
7 S 0.38 0.79 0.64  0.32
8 C 1.41 -0.31 -0.33  -0.47
9 S 3.04 -0.20 -0.21  0.06
10 H -1.94 -2.33 -1.05  0.17
11 H -2.36 -0.20 -1.64  0.41
12 H -2.88 1.97 -0.75  0.21
13 H -1.59 2.92 0.29  0.23
14 H 0.77 -0.90 -1.06  0.22

The calculation puts the HOMO energy at -8.8 eV. The orbital gap is 0.304 Eh. The energy comes out at -28893.8413 eV. As for the SMILES: [H]/N=C\NC(=C)SC=S. The LUMO energy is -0.52 eV.


No. 5
The following is a quantum chemistry calculation of C31H44Cl2HfNP as an isolated structure, from OMol25.

Last column: Löwdin charge in e.
Atoms and positions in Å:
1 P -2.98 -2.29 -3.47  1.05
2 C -3.34 -4.11 -4.02  -0.41
3 C -4.64 -4.45 -4.79  -0.22
4 C -4.85 -5.94 -5.06  -0.20
5 C -3.59 -6.60 -5.65  -0.22
6 C -2.31 -6.27 -4.88  -0.20
7 C -2.13 -4.74 -4.73  -0.22
8 C -2.63 -1.52 -5.20  -0.43
9 C -3.47 -1.98 -6.39  -0.22
10 C -3.16 -1.16 -7.65  -0.20
11 C -1.67 -1.20 -7.99  -0.21
12 C -0.80 -0.81 -6.79  -0.20
13 C -1.15 -1.66 -5.56  -0.22
14 C -4.79 -1.84 -3.50  -0.50
15 C -5.61 -2.56 -2.42  -0.22
16 C -7.10 -2.41 -2.78  -0.21
17 C -7.51 -0.94 -2.79  -0.21
18 C -6.60 -0.12 -3.72  -0.20
19 C -5.12 -0.35 -3.38  -0.27
20 H -3.44 -4.53 -3.00  0.10
21 H -4.65 -3.95 -5.77  0.09
22 H -5.54 -4.11 -4.26  0.08
23 H -5.68 -6.06 -5.78  0.10
24 H -5.16 -6.44 -4.13  0.11
25 H -3.74 -7.68 -5.68  0.09
26 H -3.47 -6.25 -6.69  0.11
27 H -2.35 -6.71 -3.87  0.11
28 H -1.44 -6.70 -5.40  0.10
29 H -1.20 -4.53 -4.17  0.12
30 H -2.00 -4.32 -5.73  0.09
31 H -2.85 -0.46 -4.97  0.08
32 H -3.49 -0.13 -7.48  0.11
33 H -4.55 -1.92 -6.18  0.09
34 H -3.22 -3.03 -6.60  0.09
35 H -3.75 -1.57 -8.48  0.10
36 H -1.46 -0.54 -8.83  0.10
37 H -1.40 -2.22 -8.29  0.11
38 H 0.27 -0.93 -7.03  0.09
39 H -0.96 0.24 -6.54  0.12
40 H -0.56 -1.33 -4.71  0.06
41 H -0.88 -2.70 -5.75  0.11
42 H -5.13 -2.16 -4.50  0.06
43 H -5.33 -3.62 -2.28  0.10
44 H -5.38 -2.03 -1.48  0.11
45 H -7.28 -2.83 -3.79  0.11
46 H -7.72 -2.99 -2.08  0.10
47 H -7.47 -0.54 -1.77  0.11
48 H -8.55 -0.83 -3.11  0.09
49 H -6.82 0.96 -3.64  0.10
50 H -6.78 -0.41 -4.76  0.11
51 H -4.47 0.29 -4.01  0.07
52 H -4.92 -0.09 -2.33  0.07
53 Hf -1.31 -1.05 -0.88  0.61
54 Cl -2.34 0.58 -2.26  0.00
55 Cl -2.62 -2.70 0.15  -0.16
56 C 0.46 -1.95 -1.63  -0.32
57 H 0.87 -2.68 -0.90  -0.02
58 C 3.17 -1.64 -4.93  -0.18
59 C 3.42 -2.54 -3.87  -0.16
60 C 2.57 -2.61 -2.77  -0.11
61 C 1.41 -1.77 -2.67  -0.41
62 C 1.25 -0.79 -3.70  -0.13
63 C 2.07 -0.76 -4.84  -0.16
64 H 3.81 -1.61 -5.81  0.05
65 H 4.28 -3.21 -3.95  0.07
66 H 2.75 -3.35 -1.99  0.09
67 H 0.40 -0.10 -3.62  0.07
68 H 1.85 -0.08 -5.66  0.08
69 N -0.65 0.02 0.63  -0.24
70 C 0.08 0.55 1.60  -0.47
71 C -0.44 0.75 2.94  -0.09
72 C 0.41 0.98 4.02  -0.17
73 C 1.80 1.14 3.82  -0.19
74 C 2.30 1.18 2.50  -0.17
75 C 1.47 0.91 1.43  -0.07
76 H -1.52 0.66 3.08  0.08
77 H 0.00 1.06 5.03  0.07
78 H 2.47 1.27 4.68  0.06
79 H 3.35 1.42 2.32  0.08
80 H 1.87 0.91 0.41  0.09

The calculation puts the HOMO energy at 0.5 eV. The orbital gap is 0.133 Eh. The energy comes out at -69995.2736 eV. The LUMO energy is 4.11 eV. The net charge is -2.


No. 6
The following is a quantum chemistry calculation of an isolated ion of composition C3H3BrNO2 and charge -1, from OMol25.

Last column: natural (NBO) charge in e.
Atoms and positions in Å:
1 C -0.56 1.05 -0.14  -0.73
2 C 0.19 -0.11 0.41  0.24
3 N 1.61 -0.28 0.68  -0.57
4 Br 2.72 0.89 -0.34  -0.02
5 C -0.50 -1.52 0.30  0.75
6 O -0.34 -1.52 -0.95  -0.70
7 O -1.03 -2.27 1.10  -0.69
8 H 0.03 2.01 -0.26  0.23
9 H -1.48 1.04 0.41  0.23
10 H -0.66 0.71 -1.21  0.27

The calculation puts the HOMO energy at -4.5 eV. The orbital gap is 0.293 Eh. The energy comes out at -78786.6288 eV. As for the SMILES: C/C(=N\Br)C(=O)[O-]. The LUMO energy is 3.45 eV. The net charge is -1.


Question: The highest energy belongs to which entry?
Answer: C3H10N2O2